# C8H24ClINOP2Re

A molecular structure, C8H24ClINOP2Re in a non-equilibrium geometry (wB97M-V/def2-TZVPD, the OMol25 dataset).

For the energy above the lowest of the compared OMol25 structures with the same formula, charge and spin, the calculation gives 0.0 kcal per mole. The calculation puts the frontier orbital gap (alpha / beta) at 6.35 / 5.97 eV. The total energy is -53522.621 eV. The charge is +3. The multiplicity is 4. As for the expectation value of S²: 3.818.

Each line ends with the Löwdin spin population.
Positions of all 39 atoms, in Å:
C 0.03986 1.75201 -1.87690  0.01
C -0.02823 1.49793 -0.41554  -0.03
H 0.18082 2.83294 -2.03251  0.00
H -0.88043 1.42388 -2.39309  0.00
H 0.86955 1.22079 -2.36449  0.00
O -0.06744 2.36497 0.45466  -0.05
I 0.12539 -3.52343 -0.85144  0.88
Re 0.01524 -0.79561 0.23357  1.76
P 2.20812 -0.45670 0.02153  0.04
C 2.93151 1.10088 0.67910  0.01
C 3.33620 -1.66684 0.81430  0.01
H 4.13993 -1.94180 0.11748  0.00
H 3.79902 -0.94799 -1.75102  0.00
H 2.79090 -2.57455 1.09188  0.00
H 2.09956 -1.05615 -2.30084  0.00
H 3.00419 1.01936 1.77462  0.00
H 3.74239 -1.21102 1.72993  0.00
C 2.81201 -0.46447 -1.71421  0.03
H 3.93446 1.25039 0.24627  0.00
H 2.84323 0.56281 -2.10072  0.00
H 2.26146 1.93766 0.43155  0.00
P -2.19610 -0.17684 -0.12420  0.04
C -3.09894 1.27850 0.59537  0.01
C -3.05855 -0.14295 -1.73955  0.03
H -2.10903 -2.24069 1.20825  0.00
H -3.55323 -2.12475 0.14876  0.00
H -3.48472 -1.16230 1.64509  0.00
C -2.88817 -1.57000 0.81916  -0.01
H -2.48724 -0.74592 -2.45981  0.00
H -4.07416 -0.55986 -1.61419  0.00
H -4.14726 1.26485 0.25718  0.00
H -2.62574 2.20966 0.26607  0.00
H -3.15200 0.88871 -2.12032  0.00
H -3.07679 1.23525 1.68927  0.00
Cl 0.34729 -2.43550 2.01540  0.23
N -0.11829 0.34515 2.14691  0.00
H 0.05366 -0.29446 2.92600  0.00
H -1.03035 0.78241 2.32070  0.00
H 0.54187 1.12364 2.22573  0.00

Atomic forces in eV per Å
C 0.0 0.2 -0.8
C 0.2 2.6 2.5
H -0.1 -0.3 0.1
H 0.3 0.1 0.3
H -0.3 0.0 0.2
O 0.0 -3.2 -2.7
I -0.1 1.2 0.1
Re -2.5 -3.3 4.1
P 5.9 2.0 -0.9
C -0.9 0.2 0.2
C -0.6 -0.9 0.6
H -0.2 0.3 0.2
H -0.3 0.3 0.1
H 0.4 0.1 0.0
H 0.3 0.1 -0.3
H 0.1 0.1 -0.3
H -0.1 -0.2 -0.3
C -0.9 -0.1 -0.3
H -0.4 -0.2 0.1
H 0.1 -0.4 0.1
H 0.6 -0.1 0.1
P -4.4 2.6 -1.4
C 1.0 0.1 0.4
C 0.7 -0.4 -0.7
H -0.6 -0.1 0.1
H 0.2 -0.1 0.0
H 0.3 0.0 -0.1
C 0.5 -0.7 0.3
H -0.4 0.1 0.0
H 0.5 0.1 0.1
H 0.4 -0.3 0.0
H -0.2 -0.1 0.1
H 0.1 -0.4 0.3
H -0.1 0.1 -0.1
Cl 0.2 0.3 -1.2
N 0.0 0.1 -0.3
H 0.0 0.1 0.0
H 0.2 0.0 -0.1
H 0.0 0.0 -0.2